a:
135
Properties=species:S:1:pos:R:3:lowdin_charge:R:1 method="wB97M-V/def2-TZVPD" homo_ev=-9.38 homo_lumo_gap_ev=9.7077
C -4.21847 3.37284 1.85710 -0.056
C -4.35947 3.24977 0.29904 -0.239
O -3.27098 2.43458 -0.19499 -0.121
H -4.71395 2.58638 2.42636 0.064
H -4.68863 4.28430 2.22629 0.065
H -3.15495 3.47031 2.07514 0.069
H -4.21939 4.23745 -0.14022 0.088
H -5.34462 2.87486 0.02151 0.103
H -2.47615 2.97281 -0.18225 0.032
C 3.88400 0.72504 1.47679 -0.071
C 5.01745 -0.19909 1.93213 -0.297
O 5.51073 0.27691 3.17792 -0.084
H 3.97513 1.77570 1.75229 0.064
H 2.94345 0.42259 1.93722 0.055
H 3.81508 0.72361 0.38897 0.056
H 5.79160 -0.32048 1.17446 0.113
H 4.62466 -1.20719 2.06461 0.083
H 6.33738 0.75963 3.10562 0.081
C 2.42884 -3.11776 2.89511 -0.060
C 1.62144 -3.91385 3.92264 -0.303
O 0.78960 -4.86339 3.32153 -0.081
H 2.95727 -2.28621 3.36136 0.077
H 1.68303 -2.71278 2.21111 0.063
H 3.06911 -3.66975 2.20702 0.066
H 1.06296 -3.16458 4.48372 0.100
H 2.31493 -4.35425 4.63903 0.114
H 0.33030 -5.35385 4.00716 0.100
C 2.47801 3.78044 -2.41591 -0.095
C 2.70876 2.30747 -2.73126 -0.282
O 3.88839 2.23554 -3.55302 -0.079
H 2.19059 4.33572 -3.30874 0.068
H 3.33545 4.35982 -2.07353 0.075
H 1.68335 3.84849 -1.67295 0.055
H 1.84877 1.98703 -3.31933 0.095
H 2.89473 1.78369 -1.79362 0.098
H 4.46229 1.58790 -3.13732 0.075
C 1.02260 3.66332 2.41746 -0.077
C 1.94490 4.72844 1.93326 -0.275
O 1.17296 5.50859 0.99899 -0.100
H 0.74345 2.95837 1.63438 0.056
H 0.10566 4.02994 2.87887 0.092
H 1.51078 3.08364 3.20089 0.063
H 2.82829 4.30099 1.45889 0.106
H 2.30990 5.39564 2.71411 0.117
H 1.73726 6.25717 0.79210 0.095
C -1.18240 1.87996 -4.06171 -0.060
C -0.65381 3.32317 -4.14111 -0.352
O -1.64178 4.23516 -4.48249 -0.061
H -0.48993 1.23478 -3.52104 0.040
H -1.25592 1.45688 -5.06356 0.076
H -2.07669 1.85244 -3.43915 0.077
H 0.17076 3.44487 -4.84352 0.109
H -0.13582 3.59425 -3.22116 0.076
H -1.26537 5.11470 -4.40296 0.085
C 1.74270 -2.37335 -3.79364 -0.091
C 1.47962 -3.55204 -4.70505 -0.320
O 1.49011 -2.99016 -5.98741 -0.074
H 2.74631 -1.96876 -3.92468 0.088
H 1.70941 -2.76099 -2.77544 0.049
H 1.00693 -1.56927 -3.77967 0.071
H 0.53163 -4.04881 -4.49856 0.099
H 2.18469 -4.37477 -4.58637 0.111
H 1.11746 -2.10818 -5.91790 0.072
C 0.06058 0.97896 -0.22476 -0.038
C 0.05295 -0.48647 0.25037 -0.258
O 0.91137 -1.27734 -0.56860 -0.108
H 1.03481 1.45256 -0.10358 0.055
H -0.68606 1.60091 0.26900 0.061
H -0.15926 0.98911 -1.29231 0.060
H -0.91258 -0.95599 0.06223 0.097
H 0.30456 -0.65095 1.29810 0.090
H 0.61955 -2.19130 -0.53524 0.062
C -5.51701 -0.22048 -0.84971 -0.077
C -5.24393 -0.21405 0.62366 -0.273
O -3.82240 -0.10959 0.77376 -0.116
H -5.61518 0.79352 -1.23735 0.067
H -6.51351 -0.58291 -1.10213 0.074
H -4.79446 -0.78655 -1.43757 0.067
H -5.57535 -1.12859 1.11547 0.117
H -5.73596 0.61490 1.13243 0.105
H -3.47358 0.68032 0.35427 0.046
C -2.18590 -1.89789 -2.53586 -0.076
C -2.62325 -1.94524 -4.03283 -0.332
O -2.70648 -3.26452 -4.36238 -0.063
H -2.04697 -0.87898 -2.17444 0.059
H -1.25439 -2.45473 -2.43426 0.054
H -2.88945 -2.40199 -1.87329 0.068
H -1.84171 -1.41294 -4.57500 0.102
H -3.56957 -1.43780 -4.22017 0.109
H -3.43281 -3.68251 -3.89406 0.093
C -2.14286 -3.23542 4.05844 -0.069
C -2.45148 -2.64451 2.69999 -0.335
O -3.37660 -1.63785 2.91707 -0.086
H -3.01839 -3.71693 4.49397 0.079
H -1.83798 -2.43390 4.73129 0.064
H -1.37154 -4.00416 4.10546 0.044
H -2.91987 -3.36698 2.03159 0.112
H -1.61334 -2.16616 2.19325 0.096
H -3.58321 -1.19432 2.09112 0.013
C 0.16784 0.27190 4.25222 -0.092
C 0.70736 0.58274 5.58056 -0.323
O 1.33435 1.89035 5.58979 -0.084
H -0.56039 1.04355 4.00251 0.091
H -0.27448 -0.72170 4.32439 0.065
H 0.99768 0.29005 3.54573 0.060
H 1.39322 -0.16398 5.98071 0.111
H -0.11771 0.58253 6.29285 0.113
H 2.26373 1.73662 5.40480 0.074
C 4.70358 -3.93859 -1.51131 -0.079
C 3.90884 -3.18165 -0.46288 -0.339
O 3.62149 -1.89636 -0.95902 -0.089
H 4.95279 -4.95862 -1.21884 0.074
H 5.62285 -3.39075 -1.71844 0.077
H 4.07898 -4.03023 -2.39990 0.062
H 4.45616 -3.19253 0.47969 0.092
H 2.97172 -3.73340 -0.38882 0.102
H 2.72683 -1.62158 -0.74531 0.025
C -2.23608 6.62629 -0.22377 -0.065
C -1.68905 5.41319 -1.01185 -0.303
O -1.16910 4.46955 -0.11244 -0.104
H -2.44495 7.51045 -0.82605 0.070
H -1.53063 6.99525 0.52075 0.071
H -3.17314 6.36211 0.26637 0.061
H -0.92172 5.81423 -1.67402 0.106
H -2.46536 4.92056 -1.59731 0.108
H -0.35236 4.83526 0.23510 0.031
C -0.53708 -5.55372 -1.29292 -0.074
C -0.41349 -5.58677 0.20675 -0.299
O 0.19139 -4.37746 0.66581 -0.111
H -1.25931 -4.82680 -1.66451 0.060
H -0.81004 -6.53211 -1.68832 0.076
H 0.39566 -5.33426 -1.81247 0.069
H 0.22256 -6.40286 0.54957 0.112
H -1.34861 -5.67482 0.75983 0.109
H 0.46372 -4.50200 1.57791 0.016

---

b:
135
Properties=species:S:1:pos:R:3:lowdin_charge:R:1 method="wB97M-V/def2-TZVPD" homo_ev=-9.99 homo_lumo_gap_ev=9.9933
C -15.29948 3.10399 -12.41057 -0.092
C -14.02367 3.90553 -12.69265 -0.340
O -13.83081 3.98320 -14.06700 -0.079
H -16.22865 3.57333 -12.73378 0.068
H -15.40461 2.88714 -11.34755 0.067
H -15.19231 2.13313 -12.89436 0.072
H -13.16335 3.42171 -12.23020 0.114
H -14.13011 4.93195 -12.34160 0.106
H -14.50042 4.58807 -14.39466 0.084
C -27.85004 -8.87439 -5.63040 -0.086
C -27.59772 -8.63905 -7.10368 -0.349
O -26.66983 -9.60880 -7.45812 -0.089
H -28.39940 -9.79972 -5.45700 0.075
H -28.45020 -8.06510 -5.21450 0.069
H -26.91135 -8.89833 -5.07688 0.077
H -27.16699 -7.65881 -7.30788 0.110
H -28.43446 -8.83527 -7.77409 0.110
H -26.28765 -9.36709 -8.30495 0.084
C -17.48884 -2.09448 -18.14038 -0.093
C -18.29918 -1.47942 -17.00748 -0.318
O -19.59698 -2.09681 -16.91467 -0.091
H -17.51770 -3.17218 -17.97967 0.076
H -16.44513 -1.78765 -18.20841 0.072
H -17.93556 -1.82215 -19.09662 0.068
H -18.47611 -0.40454 -17.04535 0.106
H -17.74404 -1.66922 -16.08884 0.107
H -20.00028 -1.83231 -17.74472 0.071
C -28.14758 -2.07761 -1.86218 -0.089
C -26.81670 -2.75175 -2.17136 -0.328
O -25.71096 -2.14988 -1.49165 -0.080
H -28.11171 -1.03733 -2.18566 0.070
H -28.37440 -2.04290 -0.79661 0.072
H -28.99196 -2.55344 -2.36088 0.073
H -26.61952 -2.86201 -3.23769 0.107
H -26.88058 -3.77855 -1.81123 0.100
H -24.94687 -2.57263 -1.89045 0.076
C -22.12950 -3.52370 -9.47625 -0.080
C -20.89106 -2.88733 -10.13796 -0.318
O -20.17217 -2.32664 -9.06209 -0.097
H -21.81296 -4.45204 -9.00076 0.070
H -22.84171 -3.80128 -10.25330 0.063
H -22.66030 -2.85754 -8.79610 0.074
H -21.12254 -2.07527 -10.82722 0.101
H -20.20399 -3.54318 -10.67264 0.110
H -19.25908 -2.60381 -9.16718 0.077
C -30.82978 0.72507 -9.28681 -0.105
C -30.11596 -0.32425 -8.42402 -0.303
O -30.92196 -1.50382 -8.44937 -0.086
H -31.05314 0.40123 -10.30334 0.067
H -30.27968 1.66008 -9.39288 0.067
H -31.77139 1.06343 -8.85439 0.072
H -30.01004 0.15895 -7.45274 0.109
H -29.11380 -0.54896 -8.78908 0.103
H -30.99571 -1.79620 -9.36078 0.076
C -26.47035 -1.21456 -14.96149 -0.093
C -26.59224 -2.65432 -15.40421 -0.338
O -27.76569 -2.73466 -16.19426 -0.081
H -27.34853 -1.00714 -14.35004 0.073
H -26.53967 -0.48890 -15.77187 0.075
H -25.52715 -1.05711 -14.43834 0.073
H -26.63263 -3.38527 -14.59664 0.107
H -25.70221 -2.92519 -15.97217 0.104
H -27.62362 -3.36845 -16.90118 0.079
C -26.41403 -11.82717 -13.36779 -0.104
C -26.41348 -10.33617 -13.54945 -0.334
O -25.29444 -9.81789 -12.86055 -0.082
H -27.15885 -12.31299 -13.99813 0.072
H -26.45302 -12.15421 -12.32875 0.079
H -25.47850 -12.23773 -13.74769 0.069
H -27.29170 -10.01485 -12.98948 0.105
H -26.43333 -9.98092 -14.57974 0.115
H -24.66966 -9.49628 -13.51462 0.079
C -11.82656 0.02397 -6.39846 -0.091
C -10.58955 -0.43458 -7.12904 -0.399
O -10.84684 -0.52674 -8.45538 -0.051
H -11.65109 0.31765 -5.36354 0.076
H -12.65945 -0.66776 -6.52459 0.076
H -12.14164 0.95539 -6.86885 0.072
H -10.34039 -1.39958 -6.68769 0.110
H -9.81567 0.31359 -6.95742 0.114
H -9.99316 -0.74323 -8.83742 0.092
C -24.58487 3.57502 -6.94820 -0.105
C -23.31207 2.83777 -6.95725 -0.361
O -22.91689 2.80020 -8.31027 -0.079
H -24.45830 4.61826 -7.23756 0.081
H -24.96607 3.65101 -5.92986 0.077
H -25.27623 3.02006 -7.58235 0.083
H -23.47717 1.81620 -6.61484 0.113
H -22.55140 3.31534 -6.33964 0.112
H -22.26499 2.09771 -8.36637 0.079
C -21.80811 4.61823 -14.81666 -0.103
C -21.73728 5.91970 -14.03402 -0.318
O -22.64932 5.90102 -12.93118 -0.077
H -21.14835 4.67026 -15.68275 0.067
H -22.81764 4.37988 -15.15154 0.076
H -21.39794 3.73006 -14.33603 0.068
H -21.89753 6.76895 -14.69825 0.109
H -20.72027 6.07892 -13.67565 0.102
H -22.35599 5.15846 -12.39810 0.077
C -20.63953 -9.56764 -17.26346 -0.078
C -21.05824 -8.07095 -17.30048 -0.337
O -21.15385 -7.51804 -16.02847 -0.078
H -20.68306 -10.00911 -18.25911 0.068
H -21.25468 -10.13216 -16.56274 0.067
H -19.64782 -9.77886 -16.86346 0.065
H -22.05554 -8.01933 -17.73731 0.102
H -20.36314 -7.44855 -17.86399 0.108
H -21.07919 -6.57521 -16.19310 0.082
C -20.93668 -6.85500 -3.35907 -0.090
C -19.94242 -5.71685 -3.55563 -0.337
O -20.64311 -4.52768 -3.80202 -0.077
H -21.44838 -6.84013 -2.39676 0.073
H -20.42318 -7.81646 -3.36244 0.065
H -21.59295 -6.95588 -4.22349 0.072
H -19.27491 -5.87041 -4.40355 0.108
H -19.30216 -5.65116 -2.67594 0.104
H -20.33367 -4.16102 -4.63353 0.080
C -18.94259 -10.54417 -8.68476 -0.101
C -19.72722 -11.80948 -8.98324 -0.312
O -18.89155 -12.96495 -8.93849 -0.087
H -18.15468 -10.61744 -7.93514 0.075
H -19.57197 -9.69765 -8.41019 0.068
H -18.46259 -10.16595 -9.58734 0.064
H -20.21100 -11.75638 -9.95856 0.107
H -20.47849 -11.95277 -8.20661 0.110
H -18.18815 -12.87789 -9.58598 0.076
C -13.41266 -5.98258 -10.17254 -0.101
C -14.04933 -4.80405 -10.88699 -0.337
O -14.32959 -3.80900 -9.93532 -0.079
H -13.11004 -6.64188 -10.98608 0.069
H -14.13956 -6.44247 -9.50305 0.075
H -12.47851 -5.78283 -9.64761 0.072
H -14.92077 -5.08265 -11.47951 0.114
H -13.27690 -4.45733 -11.57346 0.104
H -13.49769 -3.39793 -9.68919 0.082

---

Decreasing stability: a, b

---

a:
25
Properties=species:S:1:pos:R:3:lowdin_charge:R:1 method="wB97M-V/def2-TZVPD" homo_ev=-10.15 homo_lumo_gap_ev=9.5558
C -0.41160 -0.75666 -0.33309 -1.541
Br 1.42722 -1.45583 -0.70708 0.539
Br -1.16878 0.25750 -1.79574 0.590
Br -0.50390 0.18057 1.35785 0.573
H -0.98306 -1.67118 -0.26539 -0.121
C -3.06088 -3.75803 1.74998 -1.543
Br -3.69453 -3.98767 3.59434 0.557
Br -1.12034 -3.68437 1.68497 0.593
Br -3.82857 -2.19164 0.85275 0.558
H -3.39312 -4.63840 1.22006 -0.031
C 1.88592 1.21122 -3.77504 -1.565
Br 0.86882 0.26056 -5.09417 0.566
Br 2.57287 2.84665 -4.57967 0.556
Br 3.42311 0.10239 -3.15872 0.510
H 1.36279 1.48027 -2.86798 -0.061
C 4.44236 0.08413 0.42929 -1.639
Br 6.37854 0.03090 0.40304 0.555
Br 3.89799 1.94804 0.41375 0.538
Br 3.78840 -0.73287 2.06189 0.532
H 4.14735 -0.45628 -0.45689 -0.122
C -3.11415 2.91186 1.95128 -1.590
Br -4.46756 3.36233 3.25618 0.577
Br -2.24819 4.49086 1.18853 0.545
Br -3.85799 1.86534 0.47338 0.496
H -2.34268 2.30033 2.39645 -0.072

---

b:
25
Properties=species:S:1:pos:R:3:lowdin_charge:R:1 method="wB97M-V/def2-TZVPD" homo_ev=-10.37 homo_lumo_gap_ev=9.4643
C -12.79499 37.59441 11.05124 -1.451
Br -11.36383 38.84013 10.41549 0.496
Br -14.05213 38.57726 12.20977 0.517
Br -11.88601 36.08051 12.08427 0.464
H -13.41492 37.30995 10.20102 -0.024
C -14.22708 33.92496 17.62792 -1.512
Br -14.93647 34.23122 19.43531 0.547
Br -12.26352 34.44394 17.46419 0.486
Br -15.26897 34.73296 16.17556 0.525
H -14.49412 32.90233 17.36145 -0.045
C -7.09096 30.13684 17.08335 -1.452
Br -7.54782 31.35333 18.58129 0.520
Br -8.12517 28.39782 17.00791 0.503
Br -5.06499 30.00411 16.82056 0.484
H -7.51478 30.74813 16.28661 -0.055
C -16.65110 25.19155 15.00032 -1.638
Br -16.03277 26.20088 16.53370 0.544
Br -18.60252 25.25420 14.84422 0.539
Br -16.00968 23.40762 15.12656 0.581
H -16.26047 25.64805 14.09086 -0.024
C -13.19954 31.17183 12.78056 -1.389
Br -11.33377 30.71534 13.35670 0.472
Br -14.44449 29.78227 13.58027 0.474
Br -13.09674 31.17331 10.73096 0.466
H -13.53975 32.12473 13.18593 -0.028

---

Decreasing stability: a, b

---

a:
7
Properties=species:S:1:pos:R:3:lowdin_charge:R:1 method="wB97M-V/def2-TZVPD" homo_ev=-9.09 homo_lumo_gap_ev=9.3345
C 2.75733 0.64302 -0.59746 -0.848
C -0.44237 -1.45574 -1.25552 -0.585
N 1.81374 1.29202 -0.55916 0.105
O -0.55992 -0.21031 -1.41737 -0.073
Cl 4.01571 -0.34740 -0.69433 0.797
Cl 0.71088 -1.89635 -0.05589 0.556
H 0.01560 0.43098 -0.93432 0.047

---

b:
7
Properties=species:S:1:pos:R:3:lowdin_charge:R:1 method="wB97M-V/def2-TZVPD" homo_ev=-8.97 homo_lumo_gap_ev=9.1686
C 1.39536 -1.13342 -0.36168 -0.832
C -1.40035 1.36748 0.81820 -0.595
N 0.50754 -1.22034 -1.05121 0.122
O -1.24514 0.11478 0.76157 -0.050
Cl 2.75386 -1.05880 0.47256 0.824
Cl -1.08216 2.21276 -0.64110 0.563
H -0.92910 -0.28245 0.00166 -0.031

---

c:
7
Properties=species:S:1:pos:R:3:lowdin_charge:R:1 method="wB97M-V/def2-TZVPD" homo_ev="-9.55 / -10.35" homo_lumo_gap_ev="8.0040 / 8.4707"
C -0.05033 1.27927 -1.06226 -0.344
C 0.48609 0.00673 -0.83989 -1.083
N -0.52617 2.29350 -1.31755 0.184
O -0.41370 -1.13428 2.02537 -0.387
Cl -0.33077 -1.09716 0.05637 0.983
Cl 2.18702 -0.20046 -1.08737 0.666
H -1.35213 -1.14761 2.22532 -0.018

---

Decreasing stability: a, b, c

---

a:
8
Properties=species:S:1:pos:R:3:lowdin_charge:R:1 method="wB97M-V/def2-TZVPD" total_charge=+1 homo_ev="-14.43 / -14.43" homo_lumo_gap_ev="8.0671 / 8.0663"
C 1.12904 0.29727 0.10122 -0.646
N -0.23869 -1.51820 -0.01095 0.115
N 0.59984 1.42977 0.39390 0.077
I 3.08056 -0.05582 -0.40478 1.041
H -0.01860 -2.15564 -0.78961 0.025
H -0.06980 -2.00071 0.91616 0.044
H -0.42356 1.66422 0.36216 0.173
H 1.19725 2.30355 0.17814 0.172

---

b:
8
Properties=species:S:1:pos:R:3:lowdin_charge:R:1 method="wB97M-V/def2-TZVPD" total_charge=+1 homo_ev="-14.43 / -14.42" homo_lumo_gap_ev="5.6812 / 5.6401"
C -0.68199 -0.35540 0.10912 -0.315
N 0.61514 -0.17843 -0.00896 0.149
N -1.48653 0.62250 -0.01481 0.100
I -4.58505 -0.10150 0.02686 0.616
H -0.95865 -1.34720 0.13561 0.112
H 1.30524 -0.80014 -0.37210 0.123
H 0.97209 0.76953 0.18144 0.143
H -1.36588 1.60476 0.12104 0.072

---

Decreasing stability: b, a